13
Properties=species:S:1:pos:R:3:nbo_charge:R:1 method="wB97M-V/def2-TZVPD" gap_ha=0.3187 de_lowest_ev=3.812 lumo_energy_ev=0.42 charge=0
C 0.596 1.146 0.206 -0.4339
N 0.737 -0.246 -0.151 -0.6126
S 2.361 -0.807 -0.343 0.1736
C -0.190 -1.346 0.287 0.1575
N -1.517 -1.296 0.123 -0.2716
N -2.110 -0.095 -0.390 -0.6698
H 1.202 1.695 -0.512 0.2092
H 1.024 1.474 1.140 0.1938
H -0.494 1.599 -0.048 0.2336
H 3.037 0.084 0.885 0.0923
H 0.022 -2.398 0.568 0.2288
H -1.641 0.252 -1.160 0.3377
H -3.027 -0.062 -0.605 0.3614


28
Properties=species:S:1:pos:R:3:nbo_charge:R:1 method="wB97M-V/def2-TZVPD" gap_ha=0.3412 de_lowest_ev=0.000 lumo_energy_ev=-0.63 charge=0 smiles="O=C(Br)Cc1c(O)ccc2c1C(=O)NC2=O.CO"
O -1.782 1.747 -0.129 -0.5094
C -1.242 1.803 -1.172 0.5564
Br -2.328 1.896 -2.781 -0.0232
C 0.254 1.768 -1.359 -0.5640
C 0.855 0.909 -0.278 -0.0244
C 1.032 1.381 1.030 0.3047
O 0.671 2.683 1.323 -0.6871
C 1.529 0.554 2.031 -0.2211
C 1.876 -0.766 1.763 -0.1460
C 1.736 -1.214 0.463 -0.1648
C 1.242 -0.401 -0.537 -0.0849
C 1.215 -1.195 -1.809 0.6684
O 0.649 -0.956 -2.824 -0.4936
N 2.016 -2.392 -1.581 -0.6904
C 1.995 -2.560 -0.128 0.6750
O 2.088 -3.610 0.414 -0.4783
H 0.487 1.357 -2.332 0.2731
H 0.652 2.779 -1.325 0.2621
H 1.455 3.233 1.208 0.4852
H 1.618 0.960 3.027 0.2356
H 2.236 -1.429 2.532 0.2382
H 2.963 -2.056 -1.775 0.3912
C -3.496 -1.108 0.738 -0.2469
O -4.020 0.173 1.051 -0.7286
H -3.950 -1.827 1.416 0.1815
H -3.734 -1.395 -0.290 0.1607
H -2.409 -1.132 0.878 0.1535
H -3.610 0.801 0.447 0.4771


33
Properties=species:S:1:pos:R:3:nbo_charge:R:1 method="wB97M-V/def2-TZVPD" spin_multiplicity=3 gap_ha="0.2442 / 0.2792" de_lowest_ev=0.000 lumo_energy_ev="1.03 / -2.26" charge=0
C -0.441 -0.050 3.281 -0.0492
C -0.453 -1.012 4.147 -0.3256
C -1.695 2.796 -2.512 -0.6079
C 1.953 -2.923 -0.582 -0.6153
C 2.225 0.750 0.663 -0.6064
C -2.576 1.582 -2.244 -0.3912
C 2.378 -1.725 0.277 -0.4022
C -1.813 0.420 -1.606 -0.3905
C -1.381 0.710 -0.167 -0.8809
C 1.577 -0.455 -0.020 -0.6450
Si -0.245 -0.641 0.517 1.0245
Cl -0.515 -0.724 5.912 -0.0420
H -0.456 1.000 3.499 0.1873
H -0.444 -2.068 3.949 0.2263
H -0.819 2.514 -3.092 0.2002
H -2.247 3.546 -3.073 0.2114
H -1.361 3.254 -1.584 0.1987
H 1.702 -3.781 0.034 0.2098
H 2.748 -3.221 -1.261 0.2092
H 1.083 -2.680 -1.188 0.2067
H 3.240 0.893 0.294 0.2059
H 1.663 1.661 0.472 0.2036
H 2.268 0.594 1.737 0.2041
H -3.000 1.237 -3.191 0.2004
H -3.405 1.870 -1.595 0.1938
H 2.271 -1.961 1.337 0.1951
H 3.437 -1.516 0.107 0.1995
H -2.451 -0.468 -1.609 0.2056
H -0.940 0.196 -2.225 0.1926
H -2.269 0.807 0.458 0.2303
H -0.870 1.672 -0.129 0.2272
H 1.619 -0.280 -1.103 0.2142
H -0.784 -1.999 0.497 -0.1903


98
Properties=species:S:1:pos:R:3:lowdin_charge:R:1 method="wB97M-V/def2-TZVPD" gap_ha=0.2567 de_lowest_ev=2.026 lumo_energy_ev=-2.84 charge=+1
Pd 1.141 0.446 0.849 0.3548
C -4.526 -2.946 -3.077 -0.0428
C -3.586 -2.357 -2.066 -0.2520
C -3.967 -2.008 -0.815 0.0223
C -3.042 -1.427 0.117 -0.0704
C -3.527 -0.857 1.279 -0.1847
O -2.785 0.028 1.915 0.0555
C -4.867 -1.115 1.846 -0.1652
C -5.670 -0.043 2.237 -0.0263
C -6.912 -0.276 2.804 -0.0633
C -7.348 -1.579 3.005 -0.0640
C -6.547 -2.648 2.630 -0.0562
C -5.312 -2.420 2.045 -0.0216
C -1.614 -1.323 -0.216 -0.2911
O -0.772 -1.103 0.668 -0.0382
C -1.280 -1.556 -1.623 -0.0489
C -2.240 -2.078 -2.445 0.0594
C 0.034 -1.201 -2.209 -0.1957
N 0.972 -0.702 -1.503 0.0617
C 2.203 -0.250 -2.140 -0.2949
C 2.147 1.236 -2.454 -0.4165
Te 1.401 2.446 -0.845 1.4658
C -0.565 2.466 -1.630 -0.5213
C -1.616 1.859 -0.953 -0.1458
C -2.886 1.835 -1.515 -0.0714
C -3.113 2.418 -2.753 -0.0743
C -2.070 3.041 -3.424 -0.0857
C -0.801 3.070 -2.862 -0.1558
C 0.177 -1.395 -3.691 -0.2246
C -0.270 -0.406 -4.559 -0.0304
C -0.124 -0.566 -5.930 -0.0613
C 0.464 -1.717 -6.436 -0.0757
C 0.902 -2.709 -5.571 -0.0667
C 0.759 -2.551 -4.200 -0.0338
H -5.541 -2.996 -2.686 0.0791
H -4.223 -3.957 -3.353 0.0865
H -4.545 -2.352 -3.992 0.0845
H -5.005 -2.104 -0.525 0.1217
H -5.336 0.973 2.062 0.1203
H -7.542 0.557 3.084 0.1098
H -8.315 -1.760 3.454 0.1108
H -6.885 -3.662 2.793 0.1119
H -4.679 -3.249 1.757 0.1280
H -1.978 -2.284 -3.475 0.1276
H 2.432 -0.791 -3.063 0.1173
H 3.019 -0.425 -1.437 0.0802
H 1.465 1.439 -3.279 0.0397
H 3.134 1.618 -2.704 0.0518
H -1.444 1.383 0.007 0.0650
H -3.695 1.345 -0.988 0.1033
H -4.102 2.393 -3.192 0.1068
H -2.243 3.510 -4.383 0.1085
H 0.003 3.569 -3.391 0.1011
H -0.746 0.483 -4.158 0.1091
H -0.473 0.206 -6.602 0.1079
H 0.576 -1.842 -7.505 0.1062
H 1.357 -3.609 -5.965 0.1077
H 1.099 -3.325 -3.523 0.1256
N -3.120 1.144 4.328 0.0017
C -1.770 1.375 4.877 -0.2299
C -0.733 1.645 3.782 -0.2564
N -0.183 0.472 3.111 0.0024
H -3.738 0.795 5.054 0.0991
H -3.123 0.326 2.811 0.0682
H -3.514 2.036 4.042 0.0997
H -1.473 0.481 5.430 0.1175
H -1.766 2.208 5.588 0.1128
H 0.098 2.196 4.231 0.1000
H -1.157 2.308 3.022 0.1179
H -0.890 -0.063 2.610 0.0373
H 0.238 -0.151 3.792 0.0687
C 2.841 0.225 3.906 -0.1916
P 2.832 0.666 2.135 0.6627
C 2.890 2.509 2.375 -0.2257
C 2.577 -1.247 1.511 -0.1753
H 3.876 0.270 4.246 0.0660
H 2.462 -0.777 4.093 0.0493
H 2.270 0.957 4.474 0.0436
H 3.531 2.735 3.232 0.0567
H 1.883 2.878 2.562 0.0282
H 3.290 3.000 1.491 0.0104
H 3.400 -1.629 2.113 0.0496
H 2.788 -1.464 0.466 0.0228
H 1.666 -1.765 1.818 0.0363
I 11.300 0.374 0.279 0.9057
C 9.231 0.561 0.411 -0.7302
C 8.456 0.439 -0.736 -0.1340
C 7.082 0.575 -0.647 -0.0048
C 6.484 0.805 0.587 -0.1329
C 7.264 0.916 1.733 -0.0090
C 8.641 0.807 1.645 -0.1350
C 5.011 0.959 0.648 -0.4734
O 4.493 0.545 1.817 -0.1814
O 4.332 1.406 -0.247 0.0330
H 8.924 0.245 -1.691 0.0979
H 6.468 0.506 -1.535 0.1236
H 6.796 1.091 2.691 0.1198
H 9.253 0.908 2.530 0.0973


122
Properties=species:S:1:pos:R:3:lowdin_charge:R:1 method="wB97M-V/def2-TZVPD" gap_ha=0.1334 de_lowest_ev=0.000 lumo_energy_ev=1.64 charge=-1
Rb 0.015 0.394 -0.732 0.5885
C -0.442 3.916 1.103 -0.0429
C -1.172 2.638 1.390 -0.3080
C -2.364 2.331 0.734 -0.0866
C -2.996 1.108 0.926 -0.1063
C -2.444 0.166 1.787 -0.1132
C -1.264 0.462 2.457 -0.0994
C -0.635 1.688 2.261 -0.0700
H 0.379 3.708 0.408 0.0573
H 0.009 4.335 2.003 0.0848
H -1.102 4.659 0.653 0.0832
H -2.796 3.061 0.058 0.1107
H -3.919 0.890 0.402 0.1051
H -2.927 -0.791 1.932 0.1052
H -0.823 -0.267 3.124 0.1116
H 0.296 1.909 2.772 0.1099
C 0.023 -4.669 -0.076 -0.3448
As 1.020 -2.977 -0.225 1.0702
C 2.103 -3.428 -1.788 -0.3376
C 2.184 -3.043 1.356 -0.3878
C 3.533 -3.797 1.405 -0.7543
C 4.039 -3.609 2.843 -0.1189
C 4.558 -3.182 0.451 -0.1730
As 3.330 0.358 -0.584 0.9391
C 3.922 0.387 1.280 -0.3465
C 5.161 0.249 -1.305 -0.3310
C 3.261 -5.300 1.179 -0.3995
As 4.905 -6.379 1.148 1.1027
C 5.170 -6.498 -0.796 -0.3606
C 3.966 -8.122 1.281 -0.3807
H 0.669 -5.544 -0.138 0.0029
H -0.713 -4.707 -0.880 0.0044
H -0.507 -4.690 0.877 0.0088
H 2.617 -4.381 -1.679 0.0031
H 2.845 -2.641 -1.913 -0.0089
H 1.433 -3.462 -2.650 0.0103
H 1.500 -3.397 2.145 0.0608
H 2.400 -1.991 1.556 0.0251
H 4.213 -2.547 3.028 0.0676
H 4.989 -4.130 2.984 0.0431
H 3.323 -3.988 3.584 0.0699
H 4.438 -3.584 -0.565 -0.0349
H 5.571 -3.464 0.785 -0.0201
H 4.459 -0.556 1.419 -0.0093
H 3.067 0.412 1.960 0.0014
H 4.576 1.240 1.482 0.0202
H 5.518 -0.745 -1.024 -0.0014
H 5.806 1.017 -0.877 0.0078
H 5.161 0.348 -2.393 -0.0015
H 2.786 -5.452 0.207 0.0280
H 2.595 -5.736 1.941 0.0684
H 5.577 -5.553 -1.148 0.0004
H 4.219 -6.690 -1.297 0.0123
H 5.866 -7.309 -1.020 0.0023
H 3.587 -8.260 2.295 0.0000
H 4.657 -8.937 1.058 -0.0008
H 3.127 -8.166 0.583 0.0097
C 2.605 2.115 -0.861 -0.6619
Ge 3.380 3.793 -0.520 0.8573
C 2.485 5.199 -1.611 -0.2469
C 1.446 5.984 -1.110 -0.1198
C 0.788 6.918 -1.904 -0.1034
C 1.157 7.086 -3.231 -0.1193
C 2.198 6.325 -3.748 -0.1025
C 2.852 5.401 -2.944 -0.1150
C 5.304 4.051 -0.932 -0.2552
C 6.187 4.753 -0.112 -0.1014
C 7.520 4.921 -0.466 -0.1008
C 7.997 4.391 -1.656 -0.1092
C 7.137 3.682 -2.483 -0.0953
C 5.809 3.513 -2.116 -0.1439
C 3.159 4.455 1.332 -0.2718
C 2.789 3.578 2.349 -0.1232
C 2.603 4.020 3.653 -0.0960
C 2.769 5.363 3.962 -0.1072
C 3.129 6.256 2.961 -0.0984
C 3.325 5.800 1.662 -0.1315
H 2.075 2.140 -1.817 -0.1298
H 1.150 5.880 -0.073 0.0805
H -0.013 7.516 -1.483 0.0971
H 0.649 7.813 -3.853 0.0933
H 2.507 6.460 -4.779 0.0972
H 3.675 4.833 -3.364 0.0857
H 5.837 5.165 0.828 0.0847
H 8.191 5.461 0.192 0.0937
H 9.038 4.516 -1.930 0.0924
H 7.506 3.245 -3.404 0.0967
H 5.154 2.914 -2.743 0.0805
H 2.634 2.533 2.105 0.0615
H 2.328 3.315 4.431 0.0990
H 2.619 5.713 4.976 0.0931
H 3.257 7.307 3.190 0.0943
H 3.602 6.513 0.891 0.1028
C 2.184 2.367 -4.808 -0.1046
N 1.337 1.311 -4.283 -0.2901
C 2.054 0.058 -4.057 -0.0943
P -0.309 1.254 -4.403 0.5019
O -0.879 0.290 -3.424 -0.4018
N -0.738 2.857 -4.271 -0.2929
C -2.068 3.267 -4.698 -0.1035
C -0.333 3.540 -3.039 -0.0878
N -0.831 0.855 -5.937 -0.3137
C -1.298 -0.497 -6.200 -0.1056
C -0.190 1.494 -7.072 -0.1181
H 2.973 2.578 -4.080 0.0681
H 1.615 3.280 -4.966 0.0707
H 2.655 2.071 -5.754 0.0846
H 2.906 0.241 -3.400 0.0459
H 2.426 -0.362 -5.000 0.0889
H 1.405 -0.671 -3.576 0.0672
H -2.337 2.776 -5.630 0.0699
H -2.068 4.348 -4.852 0.0849
H -2.829 3.029 -3.944 0.0864
H 0.650 3.213 -2.713 0.0490
H -1.049 3.352 -2.226 0.0866
H -0.288 4.616 -3.217 0.0802
H -1.747 -0.906 -5.300 0.0713
H -0.483 -1.159 -6.517 0.0846
H -2.046 -0.473 -6.998 0.0795
H 0.073 2.523 -6.826 0.0731
H -0.880 1.512 -7.920 0.0817
H 0.720 0.967 -7.385 0.0837


115
Properties=species:S:1:pos:R:3:lowdin_charge:R:1 method="wB97M-V/def2-TZVPD" gap_ha=0.3534 de_lowest_ev=0.000 lumo_energy_ev=0.28 charge=0
C 37.999 43.841 43.063 -0.0078
C 39.064 43.404 42.115 -0.4641
O 39.325 43.974 41.048 0.0394
C 40.024 42.287 42.549 0.0058
H 37.369 44.657 42.767 0.0841
H 38.597 43.937 44.016 0.1165
H 37.378 43.023 42.995 0.0450
H 39.328 41.437 42.557 0.0851
H 40.643 42.787 43.270 0.1013
H 40.724 42.083 41.946 -0.0054
C 40.525 38.488 40.393 -0.0479
C 40.595 38.028 39.029 -0.5630
O 41.029 36.960 38.656 0.0658
C 39.823 38.871 38.005 -0.0604
H 40.828 37.596 41.080 0.1033
H 39.467 38.661 40.834 0.0922
H 41.313 39.394 40.422 0.1473
H 39.663 38.496 36.884 0.1218
H 40.306 39.848 37.849 0.0651
H 38.853 39.422 38.234 0.0877
C 40.016 34.260 47.918 0.0083
C 41.105 33.422 48.683 -0.3616
O 40.861 33.010 49.859 0.0024
C 42.417 32.892 48.023 -0.0091
H 39.256 34.605 48.490 0.0227
H 39.523 33.603 47.318 0.0490
H 40.516 35.215 47.630 0.0830
H 42.925 32.288 48.750 0.0754
H 42.865 33.769 47.771 0.0173
H 42.295 32.232 47.138 0.0948
C 37.282 35.737 40.950 -0.2193
O 37.757 36.474 39.992 -0.1537
P 36.868 36.648 38.733 0.3989
O 35.733 35.747 38.729 -0.2054
O 36.271 38.157 38.799 -0.2204
C 35.229 38.669 38.032 -0.1434
O 37.739 36.634 37.395 -0.1781
C 38.062 35.446 36.752 -0.1316
H 37.209 34.607 40.817 0.1177
H 36.266 35.881 41.382 0.1057
H 37.953 35.895 41.782 0.0821
H 34.329 38.496 38.503 0.0444
H 35.043 38.180 36.938 0.1427
H 35.207 39.770 37.812 0.0961
H 37.314 35.035 36.165 0.0605
H 38.277 34.501 37.182 0.0887
H 38.770 35.548 35.933 0.0990
C 36.081 29.828 43.580 -0.1400
O 36.460 31.056 44.000 -0.1737
P 35.617 32.309 43.616 0.3911
O 34.737 32.680 44.832 -0.2983
O 36.646 33.564 43.454 -0.2760
C 37.630 33.884 44.477 -0.0582
O 34.804 32.197 42.348 -0.1632
C 33.415 32.533 42.233 -0.0250
H 36.868 29.252 43.815 0.0490
H 35.730 29.726 42.562 0.0897
H 35.176 29.449 44.258 0.1468
H 38.248 33.115 44.680 0.0350
H 36.774 34.065 45.224 0.1117
H 38.211 34.850 44.306 0.0851
H 33.190 33.485 42.690 0.0870
H 32.850 31.828 42.950 0.1323
H 32.947 32.430 41.432 0.0036
C 39.122 40.457 45.898 -0.1348
O 39.088 39.112 46.153 -0.2560
P 40.213 38.222 45.300 0.5753
O 40.375 38.741 43.874 -0.2903
O 41.666 38.503 45.996 -0.2800
C 42.617 39.264 45.444 -0.1697
O 40.077 36.654 45.251 -0.2383
C 40.699 35.914 44.167 -0.0364
H 40.203 40.825 46.233 0.1268
H 38.327 40.969 46.403 0.0896
H 39.044 40.498 44.902 0.0090
H 42.542 38.996 44.289 0.1272
H 43.424 38.892 45.851 0.0189
H 42.510 40.494 45.678 0.1536
H 40.454 34.921 44.286 0.0533
H 41.710 36.251 44.274 0.0862
H 40.353 36.291 43.157 0.0975
C 35.874 39.306 47.217 -0.0670
O 35.427 38.282 46.296 -0.2292
P 36.078 38.041 44.896 0.4948
O 37.237 37.195 45.066 -0.2372
O 35.093 37.127 43.813 -0.2330
C 34.398 36.061 44.238 -0.1953
O 36.711 39.320 44.130 -0.2122
C 37.136 39.170 42.802 -0.1368
H 36.993 38.922 47.359 0.1181
H 35.428 39.238 48.315 0.1267
H 35.565 40.229 46.706 0.0887
H 33.598 36.067 43.458 0.0983
H 33.783 36.038 45.115 0.0794
H 35.095 35.081 44.244 0.1069
H 37.426 40.235 42.582 0.0853
H 36.416 38.875 42.014 0.0914
H 38.022 38.582 42.396 0.0840
C 41.534 40.661 49.089 -0.1533
O 42.362 39.724 48.461 -0.2199
P 42.182 38.201 48.993 0.5297
O 42.075 38.197 50.477 -0.2591
O 40.784 37.596 48.457 -0.3063
C 39.675 37.469 49.299 -0.1019
O 43.406 37.157 48.523 -0.2215
C 43.813 36.133 49.474 -0.1173
H 41.343 41.538 48.482 0.0712
H 41.854 41.122 50.113 0.1258
H 40.461 40.303 49.314 0.1023
H 40.124 36.691 50.067 0.1239
H 38.930 36.675 48.613 0.1647
H 39.460 38.324 49.756 0.0199
H 44.324 35.356 48.940 0.0608
H 42.944 35.413 49.891 0.1245
H 44.341 36.273 50.419 0.0864


18
Properties=species:S:1:pos:R:3:nbo_charge:R:1 method="wB97M-V/def2-TZVPD" gap_ha="0.3959 / 0.2166" de_lowest_ev=6.055 lumo_energy_ev="-8.24 / -10.94" charge=+2
C 0.171 -1.613 1.342 0.6554
C -0.059 1.803 0.018 -0.7041
C 0.008 0.828 -1.031 0.0676
N -0.773 -1.919 2.161 -0.2980
N 1.512 -1.815 1.243 -0.7690
N -0.612 1.002 -2.319 -0.7349
O -0.760 -2.982 3.140 -0.4301
H -0.205 1.191 0.925 0.2440
H 0.983 2.233 0.150 0.2882
H -0.781 2.593 -0.121 0.2596
H 0.418 -0.031 -0.728 0.1625
H -1.646 -1.585 2.095 0.4221
H 1.722 -1.435 0.376 0.4227
H 2.101 -2.477 1.775 0.4894
H -0.710 0.085 -2.830 0.4733
H 0.090 1.620 -2.917 0.4803
H -1.527 1.508 -2.293 0.4707
H -1.561 -3.443 2.853 0.5002


| no. | calculated total energy (eV) |
| --- | --- |
| 1 | -17489.100 |
| 2 | -93338.711 |
| 3 | -31105.291 |
| 4 | -84081.763 |
| 5 | -301204.264 |
| 6 | -119440.880 |
| 7 | -9783.447 |